1.
{
  "formula": "C12H26N8O3",
  "method": "ωB97M-V with the def2-TZVPD basis set",
  "orbital_gap_ev": 9.28,
  "smiles": "[H]/N=C(/N)NCCC[C@H](NC(=O)[C@@H](N)CCCN/C(N)=N/[H])C(=O)O",
  "e_lumo_ev": 0.483,
  "e_above_lowest_ev": 3.223,
  "elements": ["O", "O", "O", "N", "N", "N", "N", "N", "N", "N", "N", "C", "C", "C", "C", "C", "C", "C", "C", "C", "C", "C", "C", "H", "H", "H", "H", "H", "H", "H", "H", "H", "H", "H", "H", "H", "H", "H", "H", "H", "H", "H", "H", "H", "H", "H", "H", "H", "H"],
  "xyz": [[3.19858, -0.37330, 1.30145], [-1.69516, -1.13505, 1.90165], [2.80885, -2.32910, 2.37368], [0.16268, -0.09328, 1.22279], [-1.33034, -4.02876, -2.22770], [-1.80365, -1.84693, -1.29626], [-2.38073, 1.93415, 2.18926], [-2.99078, -3.69053, -0.68379], [1.67790, 3.56247, -1.06448], [3.78171, 2.50145, -0.67685], [1.72869, 1.23341, -0.75534], [2.40395, -1.20922, 1.77088], [-1.96525, 1.13973, 1.05050], [-0.56091, 3.05352, 0.22180], [0.20189, 3.69105, -1.02084], [-1.15875, -0.16264, 1.31478], [-2.02885, -3.21700, -1.56720], [-1.58952, 2.03503, -0.23146], [0.69260, -2.20339, -0.93133], [0.61033, -2.48661, 0.61097], [-0.47938, -1.44256, -1.57918], [0.90212, -1.28783, 1.53856], [2.38057, 2.33810, -0.86591], [0.48697, 0.46439, 0.54291], [-3.71633, -2.95855, -0.52307], [-2.10513, -1.70914, -0.31143], [0.26352, 2.62338, 0.87129], [-2.93982, 0.75411, 0.81102], [2.28249, 0.57624, -0.17538], [-2.60249, 2.50238, -0.42319], [-0.47431, -0.36747, -1.26296], [-0.42624, -1.47890, -2.68051], [0.68761, -3.16216, -1.37397], [-1.08109, 3.69272, 0.92388], [-1.62272, 2.19726, 2.73976], [-0.18969, 3.23753, -1.97235], [-0.37370, -2.89535, 0.85802], [4.02559, 1.56142, -0.49960], [2.12260, 4.43032, -1.24776], [-3.37082, -4.56699, -1.04695], [1.39249, -3.10731, 0.93846], [4.09141, 3.24327, -0.05274], [-3.13897, 1.41053, 2.72806], [-0.02711, 4.73829, -1.19670], [-0.61740, -3.61095, -2.79399], [3.75748, -2.22015, 2.46319], [-1.19026, 1.75092, -1.26335], [1.63627, -1.65803, -1.19396], [0.56311, -1.43045, 2.54536]]
}



2.
{
  "formula": "C12H26NO4P",
  "method": "ωB97M-V with the def2-TZVPD basis set",
  "orbital_gap_ev": 8.81,
  "smiles": "CNCPCCCCCCOC.O=C1OCCO1",
  "e_lumo_ev": 0.494,
  "e_above_lowest_ev": 0.841,
  "elements": ["P", "O", "O", "O", "O", "N", "C", "C", "C", "C", "C", "C", "C", "C", "C", "C", "C", "C", "H", "H", "H", "H", "H", "H", "H", "H", "H", "H", "H", "H", "H", "H", "H", "H", "H", "H", "H", "H", "H", "H", "H", "H", "H", "H"],
  "xyz": [[-2.19660, 1.16339, -3.00360], [-0.99919, -2.71036, 2.64586], [0.37677, -4.43749, 2.40164], [1.59479, 4.15635, -0.09717], [0.07466, -3.00292, 0.68828], [0.14498, -0.42399, -3.29048], [-0.15791, -3.35141, 1.79944], [0.03875, -4.40947, 3.79230], [0.78610, -1.63539, -2.80202], [-2.73924, 1.01486, -1.22525], [-0.67435, 0.21756, 0.04191], [-1.19811, -3.52520, 3.80559], [0.53832, 0.65350, 0.86103], [1.39487, 1.71722, 0.14974], [2.96072, 4.30717, -0.44058], [-1.30938, -0.44396, -3.36690], [1.31932, 3.09809, 0.80091], [-1.72357, 1.31148, -0.12366], [0.46467, 0.39481, -2.79388], [3.27952, 5.32961, -0.22491], [-1.27864, -2.88187, 4.67683], [3.59556, 3.61796, 0.12366], [3.10637, 4.11437, -1.50704], [-1.62326, -0.72724, -4.37627], [-2.11761, -4.09790, 3.67601], [1.05520, 1.84128, -0.88258], [0.31229, 3.28482, 1.18116], [0.16248, -2.19095, -2.09173], [0.20123, 1.05325, 1.82570], [1.02429, -2.30865, -3.63067], [-1.72322, -1.21056, -2.69483], [-2.26617, 1.44481, 0.81872], [-1.12841, -0.66172, 0.50519], [-3.13905, 0.00078, -1.11338], [-0.13468, -5.42648, 4.13129], [0.86946, -3.96692, 4.34396], [-1.24022, 2.27212, -0.33202], [-1.01529, 1.91051, -2.75099], [2.43341, 1.38509, 0.09281], [-3.59934, 1.68069, -1.12939], [2.00116, 3.15955, 1.66055], [1.13926, -0.22743, 1.09529], [-0.32793, -0.10519, -0.94325], [1.71797, -1.38418, -2.29728]]
}



3.
{
  "formula": "C12H26NO5P2STl",
  "method": "ωB97M-V with the def2-TZVPD basis set",
  "orbital_gap_ev": [5.89, 5.06],
  "total_charge": 2,
  "e_lumo_ev": [-8.544, -9.225],
  "e_above_lowest_ev": 1.518,
  "elements": ["Tl", "S", "P", "P", "O", "O", "O", "O", "O", "N", "C", "C", "C", "C", "C", "C", "C", "C", "C", "C", "C", "C", "H", "H", "H", "H", "H", "H", "H", "H", "H", "H", "H", "H", "H", "H", "H", "H", "H", "H", "H", "H", "H", "H", "H", "H", "H", "H"],
  "xyz": [[0.25280, 1.55892, 1.26156], [-0.11152, -0.09062, 3.67416], [2.12458, -0.58298, 0.58055], [-2.25105, 0.87250, -0.26848], [0.47540, -1.38240, 3.95233], [0.93192, 0.96875, 3.31269], [-1.18588, -0.08167, 2.63260], [0.03405, 2.66911, -1.55857], [3.25896, 2.47280, -2.65172], [0.11421, -0.61046, -1.44931], [-0.82411, 0.53431, 5.16460], [-1.16969, -2.20343, -2.68829], [1.18066, -2.06601, -3.06744], [-0.04863, -2.59506, -3.41359], [-2.73328, 1.90024, -1.69191], [1.23929, -1.31723, -1.83683], [-3.78310, 0.85663, 0.72384], [-2.31138, -0.79697, -1.07280], [-1.06272, -1.15889, -1.78417], [3.74269, -0.10676, 1.31736], [2.37528, -1.30093, -0.99096], [1.46677, -2.07969, 1.39359], [-0.00630, 0.55062, 5.89880], [3.28769, -1.08299, -1.55435], [0.39167, -2.11728, 1.22523], [4.17540, 0.74157, 0.76300], [4.41945, -0.96747, 1.27607], [1.95855, -2.87923, 0.84341], [-1.63223, -0.15355, 5.44959], [0.27266, 3.60142, -1.37212], [3.66939, 2.11079, -3.51823], [-2.13694, -2.64044, -2.87700], [-0.28136, 2.08564, -0.69225], [-3.59989, 0.25899, 1.62764], [-0.09950, -3.40395, -4.14991], [-2.78560, 2.95393, -1.37974], [-4.62832, 0.43435, 0.16148], [-2.55411, -1.49963, -0.25664], [-3.72679, 1.59399, -2.04075], [-2.03159, 1.79537, -2.53305], [2.13373, -2.30848, -3.56763], [0.70646, 2.12631, -2.02106], [-3.18458, -0.80198, -1.73943], [1.66678, -2.13223, 2.46054], [3.89130, 2.62145, -1.90847], [3.60535, 0.21726, 2.35950], [-4.01958, 1.88777, 1.02089], [-1.20688, 1.54764, 4.98525]]
}



4.
{
  "formula": "C12H27Cl2CrN2OP2",
  "method": "ωB97M-V with the def2-TZVPD basis set",
  "s2": 4.034,
  "orbital_gap_ev": [4.19, 4.02],
  "multiplicity": 4,
  "total_charge": 2,
  "e_lumo_ev": [-9.940, -10.118],
  "elements": ["Cr", "Cl", "Cl", "P", "P", "O", "N", "N", "C", "C", "C", "C", "C", "C", "C", "C", "C", "C", "C", "C", "H", "H", "H", "H", "H", "H", "H", "H", "H", "H", "H", "H", "H", "H", "H", "H", "H", "H", "H", "H", "H", "H", "H", "H", "H", "H", "H"],
  "xyz": [[1.49700, -0.38054, 0.87213], [0.24932, 1.36457, 1.62837], [2.67047, -0.38822, 2.76952], [-0.16590, -1.93751, 1.50814], [2.18623, 1.17875, -1.06394], [0.67551, -1.76655, -1.89070], [-3.66045, 1.71138, -0.04053], [-1.65037, 1.00163, -0.62386], [1.37528, -1.43666, -0.96698], [-1.84725, 2.24851, -1.16182], [-1.39692, -2.50356, 0.29911], [2.13900, 2.94912, -0.66485], [3.90194, 0.90178, -1.65070], [-5.00309, 1.75156, 0.50277], [2.65407, -2.02262, -0.42702], [0.67241, -3.47271, 2.02369], [-3.09115, 2.71265, -0.80142], [-2.74414, 0.69370, 0.05051], [-1.07180, -1.34222, 2.95600], [1.24027, 1.07250, -2.61869], [2.91992, -2.90595, -1.03196], [4.55517, 0.78878, -0.77913], [-3.57674, 3.64544, -1.03563], [1.55878, 1.84835, -3.33188], [4.22425, 1.76651, -2.24171], [-1.84123, -0.62496, 2.64325], [-1.11211, 2.72714, -1.79721], [-5.75831, 1.86962, -0.28456], [1.04952, -4.00500, 1.14157], [1.36759, 0.08189, -3.06643], [-5.08924, 2.60360, 1.18732], [1.50912, -3.20943, 2.68399], [-2.09851, -3.20772, 0.77417], [-0.36327, -0.83074, 3.61371], [-1.53768, -2.18058, 3.49374], [-1.93344, -1.63291, -0.09672], [2.29861, 3.05828, 0.41162], [-0.88765, -2.97929, -0.54431], [2.92933, 3.48631, -1.21106], [0.17575, 1.18095, -2.36901], [2.58447, -2.36588, 0.63202], [-2.96387, -0.20411, 0.61481], [3.51136, -1.34055, -0.50432], [-0.04292, -4.11701, 2.55230], [1.16075, 3.37653, -0.92261], [-5.21595, 0.82885, 1.04591], [3.94590, 0.00632, -2.27759]]
}



no.,E (eV)
1,-30928.2815
2,-31833.2260
3,-58681.0902
4,-89937.3487